Arrangement w

The molecule C2H5ClOS, computed with ωB97M-V/def2-TZVPD.

```
! RIJCOSX wB97M-V def2-TZVPD def2/J DEFGRID3
* xyz 0 1
C -0.2776 -1.1588 -0.2767
C 0.0354 0.3183 0.2849
O -1.0787 0.8473 0.9740
S 0.3855 1.5465 -1.0377
Cl 1.5063 0.3845 1.3691
H 0.4389 -1.3092 -1.1309
H -0.2196 -1.8625 0.6221
H -1.3280 -1.1356 -0.5805
H -0.6966 1.6745 1.4475
H 1.2344 0.6950 -1.6717
*
```

Properties
**E_LUMO**: 0.0235 Eh
**SMILES**: C[C@](O)(S)Cl
**HOMO-LUMO gap**: 10.1 eV

Here are the Mulliken charges for atoms 1 to 5, given in e: -0.91, 0.34, -0.48, -0.15, -0.17

Arrangement x

A 2-piece molecular cluster, C2H5ClOS overall, computed with ωB97M-V/def2-TZVPD.

```
! RIJCOSX wB97M-V def2-TZVPD def2/J DEFGRID3
* xyz 0 1
C -0.0281 -0.2102 -1.3139
C 0.5312 0.0907 0.0267
O -1.1094 -0.8094 1.6376
S 0.4410 1.6959 0.6345
Cl 1.6705 -0.9796 0.6784
H -0.9461 -0.7899 -1.2235
H -0.2541 0.7178 -1.8355
H 0.6828 -0.8000 -1.8870
H -1.9292 -0.3534 1.4403
H 0.9414 1.4381 1.8424
*
```

Properties
**E_LUMO (spin up / spin down)**: -0.0413 / -0.0412 Eh
**HOMO-LUMO gap (spin up / spin down)**: 7.2 / 7.2 eV

Here are the Mulliken charges for atoms 1 to 5, given in e: -1.11, 0.64, -0.74, -0.12, -0.08

Least stable structure: arrangement x

Arrangement w

A 5-piece molecular cluster, C2H12O5 overall, computed with ωB97M-V/def2-TZVPD.

```
! RIJCOSX wB97M-V def2-TZVPD def2/J DEFGRID3
* xyz 1 2
C -0.3633 1.1005 -1.4260
C -1.4162 1.5155 -0.7498
O -1.4319 1.4785 0.6326
H -0.1892 1.2804 -2.5378
H 0.2834 0.2497 -0.9699
H -2.1413 2.3322 -0.9956
H -2.3187 1.4342 0.8262
H 1.8803 1.9864 1.7927
H 0.3681 1.7889 1.3498
O 1.2495 1.4411 1.3127
H 4.0800 -1.7331 -0.2741
H 3.6779 -2.1326 -1.7797
O 3.5910 -1.4020 -1.0885
H 0.1734 -0.9513 1.3779
H 1.4082 -1.6467 2.0537
O 0.5524 -1.7756 1.6284
H -2.7077 -2.2113 -0.0338
H -3.1848 -0.9973 -0.7890
O -3.5113 -1.7575 -0.3296
*
```

Properties
**E_LUMO (spin up / spin down)**: -0.2078 / -0.3632 Eh
**HOMO-LUMO gap (spin up / spin down)**: 8.4 / 4.1 eV

Here are the Mulliken charges for atoms 1 to 5, given in e: -0.40, 0.39, -0.33, 0.31, 0.24

Arrangement x

A 5-piece molecular cluster, C2H12O5 overall, computed with ωB97M-V/def2-TZVPD.

```
! RIJCOSX wB97M-V def2-TZVPD def2/J DEFGRID3
* xyz 1 2
C 2.3410 0.1102 -0.2905
C 1.7312 -0.4757 0.8095
O 1.1943 0.2617 1.7033
H 2.8307 -0.5299 -1.0128
H 2.4805 1.1777 -0.4147
H 1.7569 -1.5519 0.9677
H 0.4814 -0.1126 2.2550
H -1.9927 -2.0308 1.2399
H -1.0911 -0.9299 0.4181
O -1.7362 -1.6357 0.4001
H 0.5871 -1.4402 -2.0500
H 0.4954 0.0796 -1.6933
O -0.0063 -0.6818 -2.0009
H -2.5919 0.8284 -0.4238
H -2.3797 -0.1817 -1.4983
O -2.5465 0.7651 -1.3860
H 0.0526 2.4011 1.4418
H -0.8978 2.0954 0.3092
O -0.7087 1.8510 1.2259
*
```

Properties
**E_LUMO (spin up / spin down)**: -0.1913 / -0.3292 Eh
**HOMO-LUMO gap (spin up / spin down)**: 8.9 / 5.1 eV

Here are the Mulliken charges for atoms 1 to 5, given in e: -1.00, 0.59, -0.30, 0.41, 0.35

Least stable structure: arrangement w

Arrangement w

The molecule C3H3BrN2O, computed with ωB97M-V/def2-TZVPD.

```
! RIJCOSX wB97M-V def2-TZVPD def2/J DEFGRID3
* xyz 0 1
N -0.6260 0.0535 -1.2127
C -0.3635 -0.0818 0.1668
N 0.6153 0.2875 0.9484
C 0.3161 0.0580 2.1754
O -0.8797 -0.4925 2.3364
C -1.4242 -0.5549 1.1427
Br -3.0264 -1.4973 0.7339
H -1.5272 -0.3177 -1.3454
H 0.0645 -0.3476 -1.7461
H 0.8600 0.4561 2.9673
*
```

Properties
**E_LUMO**: 0.0224 Eh
**SMILES**: Nc1ncoc1Br
**HOMO-LUMO gap**: 8.7 eV

Here are the Mulliken charges for atoms 1 to 5, given in e: -0.49, 0.60, -0.57, -0.07, -0.29

Arrangement x

The molecule C3H3BrN2O, computed with ωB97M-V/def2-TZVPD.

```
! RIJCOSX wB97M-V def2-TZVPD def2/J DEFGRID3
* xyz 0 1
N 1.0169 1.6684 1.8525
C 0.9861 0.7944 1.1176
C 0.9107 -0.2784 0.1647
Br 1.6905 0.3330 -1.5395
C -0.5651 -0.7158 0.0004
N -1.3267 0.1482 -0.6853
O -0.9500 -1.7411 0.4975
H 1.5033 -1.1344 0.4977
H -0.9643 0.9944 -1.0925
H -2.3015 -0.0689 -0.8129
*
```

Properties
**E_LUMO**: -0.0058 Eh
**SMILES**: N#C[C@H](Br)C(N)=O
**HOMO-LUMO gap**: 10.5 eV

Here are the Mulliken charges for atoms 1 to 5, given in e: -0.36, 0.18, -0.17, -0.05, 0.60

Least stable structure: arrangement w

Arrangement w

The molecule C4H9FN2S, computed with ωB97M-V/def2-TZVPD.

```
! RIJCOSX wB97M-V def2-TZVPD def2/J DEFGRID3
* xyz 0 1
N 1.8020 -0.9679 -0.0235
C 0.4139 -1.0308 0.2613
C -0.5587 -0.7666 -0.9027
S 0.1490 -0.4246 -2.4854
C -0.3343 0.3099 0.1197
N 0.3322 1.4928 -0.2813
C -1.3526 0.5419 1.1949
F -2.0016 -0.6093 1.4708
H 2.3402 -0.4018 0.5998
H 2.2596 -1.8603 -0.2352
H 0.0732 -1.6746 1.0333
H -1.5551 -1.2452 -0.8694
H -0.2531 0.8680 -2.6738
H 1.3151 1.3350 -0.5783
H 0.3244 2.1969 0.4491
H -2.1336 1.2939 0.8271
H -0.8205 0.9425 2.0935
*
```

Properties
**E_LUMO**: 0.0304 Eh
**SMILES**: N[C@@H]1[C@H](S)[C@@]1(N)CF
**HOMO-LUMO gap**: 9.3 eV

Here are the Mulliken charges for atoms 1 to 5, given in e: -0.50, -0.54, -0.25, -0.27, 0.92

Arrangement x

The molecule C4H9FN2S, computed with ωB97M-V/def2-TZVPD.

```
! RIJCOSX wB97M-V def2-TZVPD def2/J DEFGRID3
* xyz 0 1
C -0.2114 0.3538 1.3949
C 0.0358 0.0425 -0.1137
F -1.1539 0.1757 -0.8150
C 1.0451 1.0432 -0.6453
N 0.9408 2.2328 -1.0511
S -0.4717 3.2025 -1.1836
C 0.4655 -1.3582 -0.4912
N -0.3652 -2.4008 0.1140
H -0.5775 1.4354 1.4958
H -1.0255 -0.3511 1.7426
H 0.7137 0.2378 2.0819
H 2.0825 0.6545 -0.6087
H -1.4698 2.3509 -0.9452
H 1.4866 -1.5467 -0.1837
H 0.3213 -1.3591 -1.5606
H -1.2745 -2.4579 -0.3287
H -0.5419 -2.2553 1.0976
*
```

Properties
**E_LUMO**: 0.0275 Eh
**SMILES**: C[C@@](F)(/C=N\S)CN
**HOMO-LUMO gap**: 9.8 eV

Here are the Mulliken charges for atoms 1 to 5, given in e: -1.35, 1.25, -0.35, -0.13, -0.50

Least stable structure: arrangement w

Arrangement w

The molecule C4H13N5O2, computed with ωB97M-V/def2-TZVPD.

```
! RIJCOSX wB97M-V def2-TZVPD def2/J DEFGRID3
* xyz 0 1
N 0.7985 2.4207 0.1536
C 1.1155 1.2108 0.8991
C 0.8005 -0.2275 0.2598
N 0.7828 -1.1340 1.3766
N 1.6693 -0.5901 -0.8333
C -0.7415 -0.1800 -0.2733
N -0.9441 0.8471 -1.3486
N -1.7133 -0.0611 0.8947
C -1.0131 -1.6238 -0.9504
O -0.4950 -2.0292 -1.9965
O -1.8489 -2.3463 -0.3006
H 1.2982 2.4614 -0.7794
H -0.1258 2.4273 0.0375
H 0.4117 1.1810 1.9010
H 2.1137 1.2186 1.0901
H 1.3794 -0.9303 2.1379
H 0.9108 -2.1160 1.0819
H 2.5121 -0.0863 -0.8696
H 1.0970 -0.7563 -1.6476
H -0.4482 0.4533 -2.2042
H -1.9653 0.9263 -1.6723
H -2.2092 0.7707 0.9184
H -1.1437 -0.0182 1.7060
H -2.2415 -1.8180 0.4193
*
```

Properties
**E_LUMO**: 0.0259 Eh
**SMILES**: NCC(N)(N)C(N)(N)C(=O)O
**HOMO-LUMO gap**: 9.4 eV

Here are the Mulliken charges for atoms 1 to 5, given in e: -0.62, -1.19, 0.70, -0.52, -0.49

Arrangement x

C4H13N5O2 as an isolated structure, computed with ωB97M-V/def2-TZVPD.

```
! RIJCOSX wB97M-V def2-TZVPD def2/J DEFGRID3
* xyz 0 1
C -1.3250 -1.4444 0.9596
C -1.1492 -0.3742 -0.1959
C 1.2080 0.6914 0.4045
C 0.7453 2.2288 0.4159
H -2.7794 0.0439 1.7049
H -2.4176 -1.8210 3.0464
H -0.3387 -1.3098 1.6157
H -1.2876 -2.6037 0.6828
H -1.5092 0.6398 0.2312
H -1.7168 -0.6405 -0.9896
H 1.2071 0.1541 1.3334
H 2.2221 0.3417 0.2307
H 1.3044 3.0141 0.9954
H -0.4332 2.4072 0.6686
H 1.9002 2.8145 -1.2280
H 0.6955 1.7314 -1.5356
H 0.9688 -1.0152 -3.5348
N -2.5379 -1.2818 1.8230
N 0.2716 0.0331 -0.6434
N 0.8923 2.6710 -0.9632
N 0.8326 -0.8829 -1.4681
N 1.2760 -2.0714 -0.9930
O 0.3508 -1.1463 -2.7651
O 1.6199 -2.1799 0.2046
*
```

Properties
**E_LUMO**: 0.0099 Eh
**HOMO-LUMO gap**: 9.2 eV

Here are the Mulliken charges for atoms 1 to 5, given in e: -0.10, -0.77, -0.58, -0.46, 0.28

Least stable structure: arrangement x

Arrangement w

A 2-piece molecular cluster, C15H18O2 overall, computed with ωB97M-V/def2-TZVPD.

```
! RIJCOSX wB97M-V def2-TZVPD def2/J DEFGRID3
* xyz 0 1
C -0.8484 1.6210 2.1258
C -0.4265 0.2189 1.9671
C 0.9818 -0.0579 1.6238
C 2.1090 0.5053 2.2914
C 3.4538 0.1528 2.0263
C 3.5971 -0.9655 1.1888
O 4.7468 -1.6342 1.0394
C 2.5640 -1.4826 0.4403
C 1.3077 -0.8814 0.5048
H 0.0131 2.1107 1.5571
H -0.8544 1.9155 3.1371
H -1.8762 1.7305 1.7498
H -0.7302 -0.4123 2.8789
H -1.1085 -0.2606 1.2141
H 1.8660 1.3912 2.8869
H 4.3250 0.5350 2.5905
H 5.4325 -1.1950 1.6308
H 2.7011 -2.1419 -0.4541
H 0.4786 -1.3177 -0.1155
C -3.1774 1.6653 -1.0216
C -2.4053 0.5564 -1.4990
C -1.3522 1.0040 -2.2296
C -0.4289 0.2357 -2.8693
C -0.7298 -1.1330 -2.7258
O 0.0852 -2.0073 -3.4863
C -1.6600 -1.6196 -1.8565
C -2.5583 -0.7298 -1.2431
H -3.6846 2.1062 -1.8775
H -2.6262 2.4746 -0.5413
H -3.8590 1.3163 -0.3293
H -1.1427 2.1621 -2.2336
H 0.5600 0.5434 -3.3486
H 0.2857 -2.8403 -3.0786
H -1.7618 -2.6033 -1.4204
H -3.2768 -0.9625 -0.5225
*
```

Properties
**E_LUMO**: 0.0286 Eh
**SMILES**: CCc1ccc(O)cc1.Cc1ccc(O)cc1
**HOMO-LUMO gap**: 8.9 eV

Here are the Mulliken charges for atoms 1 to 5, given in e: -1.29, 0.22, -0.09, -0.14, -1.08

Arrangement x

A 2-piece molecular cluster, C15H18O2 overall, computed with ωB97M-V/def2-TZVPD.

```
! RIJCOSX wB97M-V def2-TZVPD def2/J DEFGRID3
* xyz 0 1
C -0.8021 -3.2667 -1.9391
C -0.2498 -2.1120 -1.1205
C -0.8180 -0.7446 -1.4055
C -1.5972 0.0010 -0.5355
C -1.9337 1.3220 -0.7599
C -1.4017 1.9934 -1.8706
O -1.8356 3.2637 -2.1249
C -0.6533 1.2716 -2.7807
C -0.3995 -0.0797 -2.5528
H -0.5858 -4.2236 -1.4454
H -0.4388 -3.4682 -2.9395
H -1.8902 -3.2267 -1.9171
H -0.3068 -2.3620 -0.0854
H 0.8018 -1.9914 -1.2945
H -1.9205 -0.4470 0.4022
H -2.7340 1.8477 -0.2556
H -2.6419 3.4730 -1.6380
H -0.3199 1.6496 -3.7324
H 0.1128 -0.5349 -3.3939
C 0.2847 2.5662 2.0871
C 0.8034 1.1491 2.0358
C 0.4847 0.2149 3.0070
C 0.9378 -1.1065 2.9336
C 1.5746 -1.5081 1.7833
O 1.8580 -2.8225 1.4816
C 2.0050 -0.5375 0.8861
C 1.7574 0.8070 1.0709
H 1.0823 3.3032 2.0711
H -0.3289 2.7198 2.9750
H -0.3870 2.7096 1.2420
H -0.1990 0.5171 3.7761
H 0.6939 -1.7299 3.7724
H 1.5274 -3.3215 2.1900
H 2.6294 -0.8090 0.0890
H 2.3322 1.5706 0.5668
*
```

Properties
**E_LUMO**: 0.0295 Eh
**SMILES**: CCc1ccc(O)cc1.Cc1ccc(O)cc1
**HOMO-LUMO gap**: 9.1 eV

Here are the Mulliken charges for atoms 1 to 5, given in e: -1.49, -0.54, 0.41, -0.30, -0.77

Least stable structure: arrangement w